{"formula": "H38O19", "method": "ωB97M-V/def2-TZVPD", "multiplicity": 1, "e_above_lowest_kcal_mol": 155.9, "homo_ev": -10.09, "fmax_ev_per_a": 3.221, "gap_ev": 9.7, "species": ["O", "O", "O", "O", "O", "O", "O", "O", "O", "O", "O", "O", "O", "O", "O", "O", "O", "O", "O", "H", "H", "H", "H", "H", "H", "H", "H", "H", "H", "H", "H", "H", "H", "H", "H", "H", "H", "H", "H", "H", "H", "H", "H", "H", "H", "H", "H", "H", "H", "H", "H", "H", "H", "H", "H", "H", "H"], "xyz": [[-0.735, -0.789, -5.153], [1.957, -3.309, 1.078], [1.154, 0.233, 4.114], [-2.242, 1.201, -1.911], [-1.634, -0.695, 0.271], [0.304, 2.484, 2.146], [1.967, -2.145, -3.604], [-1.055, -3.549, -2.266], [0.728, 1.196, -1.002], [0.250, -1.454, -1.599], [-4.059, -1.386, -0.568], [2.253, -0.205, 1.629], [0.520, 3.431, -2.432], [3.255, 2.407, -0.517], [-2.365, 2.274, 2.724], [-1.260, -0.907, 3.854], [-1.696, 4.512, 1.618], [-0.058, -3.086, 2.803], [2.861, -0.631, -1.506], [-1.103, -3.825, -3.233], [-0.852, -0.807, 4.723], [0.619, 2.153, -0.670], [-0.895, 5.054, 1.520], [0.256, -4.040, 2.666], [1.085, -2.908, 1.324], [0.418, 4.364, -2.331], [-0.836, -1.475, -4.439], [2.893, 0.107, -0.927], [3.670, 2.808, 0.232], [-3.342, 2.170, 2.605], [-2.443, 0.782, -1.053], [-0.167, -0.083, -4.895], [-4.364, -2.289, -0.316], [1.822, -1.886, -2.660], [2.606, 0.685, 1.655], [3.552, -0.438, -2.192], [1.684, -0.453, 2.338], [-2.379, 4.681, 0.957], [-3.496, -1.654, -1.307], [0.771, -1.035, -0.932], [-0.127, -3.569, -2.066], [-1.274, 1.205, -2.230], [2.387, 2.781, -0.496], [-0.881, -2.692, 2.441], [-0.563, 2.912, 1.872], [0.221, 2.538, 3.081], [1.086, 2.915, -1.810], [-1.083, -1.835, 3.671], [-2.097, 2.439, 1.763], [0.257, 0.600, -0.412], [-2.581, -0.893, 0.129], [0.851, -0.706, 4.056], [2.003, -2.766, 0.305], [0.408, 0.861, 4.104], [2.111, -1.514, -4.268], [-1.516, -0.620, 1.202], [-0.288, -0.799, -2.022]], "forces_ev_per_a": [[-1.2, -1.9, 0.2], [-1.8, 0.5, 0.4], [0.3, -0.4, 0.5], [0.9, 0.3, -1.1], [-0.1, 0.1, -0.7], [-1.2, 0.9, -1.8], [-0.3, -2.8, 1.5], [-1.4, -1.0, -2.4], [0.0, 2.3, 0.2], [0.2, -1.4, 0.0], [-0.3, -1.6, -0.1], [0.9, -0.8, -2.3], [0.0, -1.8, -0.3], [0.5, -0.6, -0.5], [-1.3, -0.4, -2.2], [-0.4, -0.1, 0.2], [0.5, 0.0, 0.1], [0.6, -0.4, 0.6], [1.5, -0.7, -1.6], [0.2, 0.4, 2.0], [-0.4, 0.2, 0.1], [-0.7, -3.0, 0.2], [-0.8, 0.1, -0.5], [-1.7, 2.0, -0.3], [1.0, -0.8, 0.7], [0.6, 0.7, 0.7], [0.7, 1.5, -0.9], [0.0, 1.2, 1.0], [0.7, 0.4, 0.7], [1.1, 0.0, 0.5], [1.3, 0.2, -0.7], [0.6, 0.4, 0.8], [0.0, 1.0, 0.2], [0.1, 0.9, -1.7], [-0.6, 0.1, 0.7], [-1.0, -0.4, 1.0], [-0.2, 0.9, 1.0], [0.6, 0.5, -0.1], [0.1, 0.4, -0.5], [0.6, 0.6, 0.4], [0.7, 0.3, 0.1], [-2.2, -0.2, 1.7], [-0.6, 0.2, 0.1], [0.8, -2.1, -0.8], [1.9, -0.5, 0.4], [0.1, 0.1, 1.2], [-0.4, 1.7, -1.5], [0.0, 0.0, 0.6], [-0.7, -0.5, 2.1], [-0.3, 0.4, 0.6], [0.2, -0.1, 0.3], [-0.1, 1.6, 0.1], [1.4, 0.3, -1.4], [0.2, -1.2, -0.2], [0.2, 1.8, -0.5], [0.1, 0.4, 1.3], [-0.4, 0.5, -0.1]]}

{"formula": "C5H10N4", "method": "ωB97M-V/def2-TZVPD", "multiplicity": 1, "e_above_lowest_kcal_mol": 82.7, "homo_ev": -8.52, "fmax_ev_per_a": 3.256, "gap_ev": 8.5, "species": ["N", "N", "N", "N", "C", "C", "C", "C", "C", "H", "H", "H", "H", "H", "H", "H", "H", "H", "H"], "xyz": [[0.527, 1.268, -0.330], [-1.332, -1.979, 0.250], [0.153, 1.604, -2.584], [1.003, -1.654, 0.397], [-0.306, -1.352, 0.655], [-0.216, 1.128, -1.471], [-0.501, -0.002, 1.305], [1.789, 1.043, -0.238], [-1.731, 0.510, 1.480], [-1.996, 1.093, 2.347], [1.725, -0.995, 0.811], [0.279, 0.211, 2.032], [2.365, 0.628, -1.065], [-1.112, -2.848, -0.235], [1.194, -2.529, -0.066], [-2.519, 0.374, 0.758], [-1.150, 0.581, -1.286], [2.320, 1.507, 0.585], [-0.490, 1.412, -3.344]], "forces_ev_per_a": [[2.7, 1.3, 0.4], [-0.5, -0.6, 0.0], [0.6, 0.1, -0.1], [0.9, 0.9, 1.2], [0.1, 1.9, -1.5], [-0.5, -1.1, -0.7], [-1.7, -1.8, 2.2], [-1.7, 1.4, -1.3], [0.7, -0.2, -0.1], [0.3, 0.7, -0.1], [-1.2, -2.0, -1.0], [-0.1, 0.3, 0.0], [0.0, -0.3, 0.0], [0.1, 0.0, 0.0], [0.5, 0.3, 0.3], [-0.2, -0.6, 0.0], [0.1, 0.1, -0.2], [0.0, -0.4, 0.4], [-0.3, 0.1, 0.2]]}

{"formula": "C39H65F6NO6", "method": "ωB97M-V/def2-TZVPD", "multiplicity": 1, "homo_ev": -9.32, "fmax_ev_per_a": 1.303, "gap_ev": 9.3, "species": ["F", "F", "F", "F", "F", "F", "O", "O", "O", "O", "O", "O", "N", "C", "C", "C", "C", "C", "C", "C", "C", "C", "C", "C", "C", "C", "C", "C", "C", "C", "C", "C", "C", "C", "C", "C", "C", "C", "C", "C", "C", "C", "C", "C", "C", "C", "C", "C", "C", "C", "C", "C", "H", "H", "H", "H", "H", "H", "H", "H", "H", "H", "H", "H", "H", "H", "H", "H", "H", "H", "H", "H", "H", "H", "H", "H", "H", "H", "H", "H", "H", "H", "H", "H", "H", "H", "H", "H", "H", "H", "H", "H", "H", "H", "H", "H", "H", "H", "H", "H", "H", "H", "H", "H", "H", "H", "H", "H", "H", "H", "H", "H", "H", "H", "H", "H", "H"], "xyz": [[5.567, 2.778, 0.743], [3.951, 0.752, 0.449], [2.500, 1.618, 1.829], [4.772, 4.726, 0.157], [3.555, 2.928, -1.217], [2.246, 3.799, 0.322], [3.084, -3.679, 1.014], [3.683, 5.119, 2.502], [0.929, -0.875, 1.767], [-1.963, -1.531, 0.187], [4.536, 3.207, 3.184], [2.122, 0.065, -1.123], [-0.491, 0.013, -0.709], [1.298, 4.596, -3.564], [0.741, 4.204, -2.348], [1.523, 3.666, -4.585], [-3.012, 2.938, -6.601], [0.589, 1.952, -3.181], [4.517, -2.634, -0.717], [2.609, -2.491, 1.594], [4.505, 3.566, 0.830], [0.714, -0.850, 5.399], [-4.977, -0.146, -9.712], [1.160, 2.326, -4.402], [2.189, -0.596, 5.697], [0.275, 1.135, -0.137], [-1.462, -4.064, 2.668], [-1.064, -0.760, 0.317], [-4.685, 1.345, -9.567], [0.386, 2.860, -2.136], [-4.730, -4.876, 4.316], [-3.402, -4.659, 5.035], [3.284, 2.957, 0.094], [2.774, 0.560, 4.890], [1.749, 0.868, -0.327], [-0.245, 1.133, 1.306], [3.410, -3.610, -0.363], [-0.621, -0.320, 8.171], [-0.216, 2.468, -0.811], [-2.416, -3.044, 3.285], [-0.086, -4.058, 3.323], [1.262, -2.059, 1.049], [4.235, 3.931, 2.305], [-2.492, 1.057, -8.247], [2.872, 1.544, 0.531], [-2.772, -3.296, 4.752], [-0.196, 0.766, 7.187], [-3.084, 1.441, -6.892], [-3.195, 1.666, -9.460], [-0.228, 0.308, 5.730], [1.382, 1.315, -5.487], [-0.366, -0.337, 1.606], [-4.613, -4.845, 3.232], [-5.454, -4.108, 4.598], [-3.067, 2.752, -9.449], [-2.536, 0.906, -6.111], [-0.614, 0.059, 9.194], [0.048, -1.181, 8.138], [-1.632, -0.670, 7.951], [2.189, 1.637, -6.139], [1.967, 4.007, -5.507], [-6.048, -0.322, -9.817], [2.280, 1.506, 5.118], [-1.274, 2.278, -0.966], [0.298, 0.919, -3.054], [-1.440, 1.359, -8.270], [4.572, -2.576, -1.803], [-3.564, -4.747, 6.112], [2.534, -3.407, -0.982], [0.587, -4.776, 2.851], [5.484, -2.982, -0.373], [0.803, 1.125, 7.447], [-1.876, -3.185, 5.371], [-3.415, 3.160, -5.612], [-0.865, 1.624, 7.295], [-1.902, -5.064, 2.711], [1.702, 0.368, -5.065], [-4.637, -0.711, -8.843], [-0.128, 3.286, -0.104], [-2.690, 1.315, -10.365], [1.374, -1.838, -0.010], [3.742, -4.610, -0.622], [0.495, 1.175, -6.097], [2.749, -1.506, 5.468], [-2.492, -0.033, -8.335], [-1.974, -2.048, 3.200], [2.334, -0.411, 6.766], [0.390, -1.748, 5.935], [-4.483, -0.555, -10.595], [3.440, 5.535, 1.664], [2.670, 0.375, 3.818], [-0.945, -0.496, 2.514], [-5.089, 1.871, -10.436], [-4.121, 1.104, -6.819], [0.580, 4.914, -1.551], [-2.706, -5.458, 4.766], [-0.139, -4.310, 4.384], [0.002, 1.162, 5.085], [0.609, -1.084, 4.333], [-5.156, -5.847, 4.572], [0.309, 1.700, 2.043], [-3.585, 3.518, -7.326], [4.328, -1.624, -0.373], [-1.244, 1.567, 1.312], [3.309, -1.659, 1.506], [2.496, -2.696, 2.656], [-1.978, 3.290, -6.627], [-5.218, 1.740, -8.698], [-3.462, -2.512, 5.080], [0.526, -2.844, 1.199], [-0.032, -0.531, -1.427], [-3.333, -3.013, 2.691], [0.359, -3.064, 3.237], [-1.345, -3.831, 1.606], [3.836, 0.687, 5.106], [1.579, 5.629, -3.709], [-1.250, 0.006, 5.477]], "forces_ev_per_a": [[0.2, -0.1, -0.1], [0.1, 0.0, 0.0], [0.1, 0.1, 0.0], [0.0, 0.0, -0.1], [0.0, 0.0, -0.1], [-0.1, 0.1, 0.0], [0.0, -0.1, 0.0], [-0.4, 0.4, 0.0], [0.2, 0.0, -0.3], [-0.3, -0.7, -0.2], [0.3, -0.7, 0.7], [0.4, -0.5, -0.7], [0.2, -0.1, 0.3], [-0.1, -0.4, 0.1], [0.0, -0.7, -0.5], [-0.4, 0.0, 0.8], [-0.1, -0.1, 0.0], [0.0, 0.3, 0.0], [-0.1, -0.1, -0.3], [-0.1, 0.0, 0.3], [-0.2, 0.3, -0.1], [-0.1, -0.1, 0.0], [-0.1, 0.1, 0.0], [0.0, 0.6, 0.3], [0.0, 0.1, -0.1], [-1.0, 0.8, -0.4], [0.1, 0.1, 0.0], [0.6, 0.3, 0.1], [0.0, -0.1, -0.1], [0.4, 0.5, -0.4], [0.1, -0.1, 0.0], [-0.1, 0.0, 0.0], [0.3, -0.2, -0.1], [0.0, -0.1, 0.0], [0.0, 0.3, 0.6], [0.0, 0.2, 0.3], [0.3, 0.0, -0.2], [0.1, 0.1, 0.0], [0.3, -0.6, -0.2], [-0.2, -0.1, 0.0], [-0.1, -0.1, 0.1], [0.3, -0.1, 0.1], [0.0, 0.2, -0.3], [0.0, -0.1, 0.0], [-0.1, -0.1, 0.2], [0.1, 0.0, 0.0], [-0.1, 0.0, 0.0], [0.1, 0.1, 0.0], [0.0, 0.1, 0.0], [0.0, 0.0, 0.0], [0.3, 0.1, 0.1], [-0.5, 0.4, 0.6], [0.0, 0.0, 0.0], [0.0, 0.0, 0.0], [0.0, 0.0, 0.0], [0.0, 0.0, 0.0], [0.0, 0.0, 0.0], [0.0, 0.0, 0.0], [0.0, 0.0, 0.0], [0.0, 0.1, -0.2], [0.1, -0.1, -0.1], [0.0, 0.0, 0.0], [0.0, 0.0, 0.0], [-0.2, 0.0, 0.1], [0.0, -0.1, 0.0], [0.0, 0.0, 0.0], [0.0, 0.0, -0.1], [0.0, 0.0, 0.0], [-0.2, 0.1, 0.1], [0.0, 0.0, 0.0], [0.1, 0.0, 0.3], [0.0, 0.0, 0.0], [0.0, 0.0, 0.0], [0.0, 0.0, 0.0], [0.0, 0.0, 0.0], [0.0, 0.0, 0.0], [-0.2, -0.2, 0.0], [0.0, 0.0, 0.0], [0.1, 0.1, 0.1], [0.0, 0.0, 0.0], [-0.2, 0.0, -0.2], [0.0, -0.2, 0.0], [-0.2, -0.1, 0.0], [0.0, 0.0, 0.0], [0.0, 0.0, 0.0], [0.0, 0.0, 0.0], [0.0, 0.0, 0.0], [0.0, 0.0, 0.0], [0.0, 0.0, 0.0], [0.1, 0.1, 0.0], [0.0, 0.0, 0.1], [-0.2, -0.3, -0.1], [0.0, 0.0, 0.0], [0.0, 0.0, 0.0], [0.0, 0.2, 0.0], [0.0, 0.0, 0.0], [0.0, 0.0, 0.0], [0.0, 0.0, 0.0], [0.0, 0.0, 0.0], [0.0, 0.0, 0.0], [0.4, -0.1, -0.1], [0.0, 0.0, 0.0], [0.0, 0.1, 0.1], [-0.2, 0.0, -0.2], [0.1, 0.0, -0.1], [0.0, -0.1, 0.1], [0.0, 0.0, 0.0], [0.0, 0.0, 0.0], [0.0, 0.0, 0.0], [-0.1, 0.0, -0.1], [-0.2, 0.1, -0.3], [0.0, 0.0, 0.0], [0.0, -0.1, 0.2], [-0.1, 0.0, 0.0], [0.0, 0.0, 0.0], [0.0, 0.1, 0.0], [0.0, 0.0, 0.0]]}